w | # C5H4O4

An isolated molecule of C5H4O4 (wB97M-V/def2-TZVPD, OMol25).

Bonds (Å) are listed after each position.
Atoms and positions in Å:
1 C -1.56526 1.24217 0.06800  C2 1.586, H6 1.066, O10 1.224
2 C -1.48346 -0.34133 0.04570  C1 1.586, C3 1.569, O11 1.224
3 C -0.10362 -1.08552 -0.01306  C2 1.569, C4 1.567, H7 1.087, O13 1.504
4 C 0.88649 -0.69921 1.13775  C3 1.567, C5 1.588, H8 1.097, H9 1.065
5 C 1.73161 -0.13305 -0.08135  C4 1.588, O12 1.188, O13 1.365
6 H -2.57723 1.56624 0.14846  C1 1.066
7 H -0.14668 -2.13085 -0.30667  C3 1.087
8 H 0.62175 0.13101 1.80387  C4 1.097
9 H 1.41912 -1.39818 1.73913  C4 1.065
10 O -0.53058 1.89646 0.08517  C1 1.224
11 O -2.52763 -0.94191 -0.16921  C2 1.224
12 O 2.74530 0.47829 -0.17773  C5 1.188
13 O 0.79898 -0.44117 -1.02911  C3 1.504, C5 1.365

Net charge: 0
LUMO (eV): -1.1413
SMILES: O=CC(=O)[C@@H]1CC(=O)O1
Highest occupied orbital energy (eV): -10.3


x | # C5H4O4

A 2-piece molecular cluster, C5H4O4 overall (wB97M-V/def2-TZVPD, OMol25).

Bonds (Å) are listed after each position.
Atoms and positions in Å:
1 C -0.10564 0.73043 -0.29606  C2 1.492, C5 1.326, O10 1.381
2 C -0.62382 -0.66594 -0.20053  C1 1.492, C3 1.382, O12 1.413
3 C -1.97825 -0.89807 -0.05468  C2 1.382, H7 1.181, H8 1.242
4 C 1.49341 -0.77962 -0.17929  C5 1.500, O11 1.183, O12 1.336
5 C 1.18515 0.67725 0.00486  C1 1.326, C4 1.500, O13 1.355
6 H -1.81710 1.45697 1.28559  no bonds
7 H -2.72375 0.01830 -0.04814  C3 1.181
8 H -2.76919 -1.80511 0.25163  C3 1.242
9 H 2.91205 0.66088 0.51147  O13 1.175
10 O -0.94721 1.79607 -0.54999  C1 1.381
11 O 2.64047 -1.05814 -0.25822  C4 1.183
12 O 0.44029 -1.58158 -0.36286  C2 1.413, C4 1.336
13 O 2.29358 1.44857 -0.10378  C5 1.355, H9 1.175

Net charge: 0
LUMO (eV): -3.1760
Highest occupied orbital energy (eV): -9.3


Stability order, top to bottom: w, x


w | # C2H2Cl2O2

A 2-piece molecular cluster, C2H2Cl2O2 overall (wB97M-V/def2-TZVPD, OMol25).

Bonds (Å) are listed after each position.
Atoms and positions in Å:
1 C 0.46463 1.82359 -0.93490  O3 1.160, H7 1.099
2 C -0.16472 -0.81272 0.53344  O4 1.305, Cl5 1.771, Cl6 1.731
3 O -0.23933 2.74584 -0.91047  C1 1.160
4 O -1.26218 -1.19932 -0.05821  C2 1.305, H8 0.943
5 Cl -0.24975 -0.46038 2.26688  C2 1.771
6 Cl 1.24750 -1.69443 0.05814  C2 1.731
7 H 1.55734 1.72951 -1.00020  C1 1.099
8 H -1.35349 -2.13209 0.04533  O4 0.943

Net charge: 0
LUMO (alpha / beta) (eV): -0.4824 / 0.3333
Highest occupied orbital energy (alpha / beta) (eV): -8.1 / -8.7


x | # C2H2Cl2O2

A 2-piece molecular cluster, C2H2Cl2O2 overall (wB97M-V/def2-TZVPD, OMol25).

Bonds (Å) are listed after each position.
Atoms and positions in Å:
1 C 0.92256 -1.06001 0.79943  O4 1.177, Cl5 1.759, H7 1.095
2 C -1.74806 0.71134 -1.10188  O3 1.259, Cl6 1.739
3 O -1.24519 1.67359 -0.46542  C2 1.259, H8 0.985
4 O 1.67056 -1.86136 0.37183  C1 1.177
5 Cl 1.38506 0.62382 1.00878  C1 1.759
6 Cl -0.60865 -0.52413 -1.54814  C2 1.739
7 H -0.09064 -1.22737 1.17970  C1 1.095
8 H -0.28563 1.66412 -0.24432  O3 0.985

Net charge: 0
LUMO (eV): 0.1803
Highest occupied orbital energy (eV): -9.5


Stability order, top to bottom: x, w


w | # CH9NO3

A 4-piece molecular cluster, CH9NO3 overall (wB97M-V/def2-TZVPD, OMol25).

Bonds (Å) are listed after each position.
Atoms and positions in Å:
1 C -2.20739 2.11434 -0.21229  N2 1.294, H3 1.059, H4 1.092
2 N -1.33484 3.05132 -0.39688  C1 1.294, H5 1.048
3 H -2.70773 2.28484 0.70570  C1 1.059
4 H -2.50499 1.19322 -0.71684  C1 1.092
5 H -0.68008 3.02446 -1.21494  N2 1.048
6 H -0.72762 -4.16636 1.91254  O8 0.991
7 H -1.39453 -4.35753 3.30943  O8 0.972
8 O -0.73768 -4.75221 2.71200  H6 0.991, H7 0.972
9 H 3.30251 0.48972 -0.43246  O11 0.983
10 H 3.66907 1.68725 -1.05261  O11 1.009
11 O 2.87185 1.07117 -1.09732  H9 0.983, H10 1.009
12 H 1.27045 0.13290 -1.25334  O14 0.916
13 H 0.15505 -0.87384 -1.72354  O14 0.911
14 O 0.64159 -0.50144 -1.04993  H12 0.916, H13 0.911

Net charge: 0
LUMO (eV): 0.4951
SMILES: C=N.O.O.O
Highest occupied orbital energy (eV): -9.8


x | # CH9NO3

A 3-piece molecular cluster, CH9NO3 overall (wB97M-V/def2-TZVPD, OMol25).

Bonds (Å) are listed after each position.
Atoms and positions in Å:
1 N 1.05015 -0.43997 -0.72403  C2 1.430, H4 1.009, H5 1.007
2 C -0.05165 -1.05177 -1.39997  N1 1.430, O3 1.488, H6 1.088, H7 1.084
3 O -1.36792 -0.71305 -0.79489  C2 1.488, H8 0.961
4 H 1.45851 -0.98225 0.02210  N1 1.009
5 H 0.72973 0.46024 -0.40549  N1 1.007
6 H 0.00776 -2.13553 -1.32186  C2 1.088
7 H -0.15724 -0.65411 -2.40321  C2 1.084
8 H -1.63032 -1.50075 -0.31082  O3 0.961
9 H -2.17293 2.37208 0.43845  O11 0.964
10 H -1.33901 1.11783 0.24834  O11 0.978
11 O -1.31818 2.08392 0.09838  H9 0.964, H10 0.978
12 H 1.60176 -0.28954 3.16106  O14 0.951
13 H 2.49262 0.41854 2.14288  O14 0.980
14 O 1.64211 -0.05785 2.24006  H12 0.951, H13 0.980

Net charge: 0
LUMO (eV): 0.6573
SMILES: NCO.O.O
Highest occupied orbital energy (eV): -9.5


Stability order, top to bottom: x, w


w | # C3H8P2

An isolated molecule of C3H8P2 (wB97M-V/def2-TZVPD, OMol25).

Bonds (Å) are listed after each position.
Atoms and positions in Å:
1 C 0.27753 -1.06605 0.44639  C3 1.576, P4 1.669, H6 1.143
2 C 0.53978 0.54758 -1.37521  C3 1.515, H7 1.056, H8 1.070, H9 1.066
3 C -0.38010 0.20053 -0.22273  C1 1.576, C2 1.515, P5 1.804, H10 1.082
4 P -0.48170 -2.26248 1.32908  C1 1.669, H11 1.430
5 P -0.29034 1.61266 0.89703  C3 1.804, H12 1.483, H13 1.447
6 H 1.35992 -1.06132 0.07766  C1 1.143
7 H 0.96090 -0.23836 -1.94019  C2 1.056
8 H -0.19176 1.03898 -1.98144  C2 1.070
9 H 1.30401 1.24653 -1.12128  C2 1.066
10 H -1.40785 0.05608 -0.52895  C3 1.082
11 H 0.62811 -3.15498 1.45783  P4 1.430
12 H -0.70576 0.88426 2.12078  P5 1.483
13 H -1.61273 2.19657 0.84104  P5 1.447

Net charge: 0
LUMO (alpha / beta) (eV): 1.0306 / -2.5514
<S²>: 2.01
2S+1: 3
Highest occupied orbital energy (alpha / beta) (eV): -6.5 / -9.6


x | # C3H8P2

A 2-piece molecular cluster, C3H8P2 overall (wB97M-V/def2-TZVPD, OMol25).

Bonds (Å) are listed after each position.
Atoms and positions in Å:
1 C -1.23293 1.36154 -0.30966  P5 1.634, H6 1.098, H7 1.049
2 C 2.41557 0.56092 0.80605  P4 1.667, H8 1.135, H9 1.110
3 C -1.63846 -1.43088 -0.02302  P5 1.880, H10 1.058, H11 1.153, H12 1.056
4 P 1.53068 -0.62828 0.04240  C2 1.667, P5 2.632
5 P -0.89837 0.13197 0.71359  C1 1.634, C3 1.880, P4 2.632
6 H -1.85840 1.42528 -1.20955  C1 1.098
7 H -0.80095 2.28177 -0.05216  C1 1.049
8 H 2.09856 0.98672 1.80936  C2 1.135
9 H 3.01356 1.17438 0.10015  C2 1.110
10 H -2.22424 -1.14063 -0.85522  C3 1.058
11 H -0.74595 -2.14465 -0.17503  C3 1.153
12 H -2.16311 -1.89036 0.77017  C3 1.056
13 H 2.50404 -0.68779 -1.61709  no bonds

Net charge: 0
LUMO (alpha / beta) (eV): -0.2325 / -2.4631
<S²>: 2.02
2S+1: 3
Highest occupied orbital energy (alpha / beta) (eV): -6.0 / -8.9


Stability order, top to bottom: w, x